No. 1
Computed, not measured: a 8-piece molecular cluster, C30H83N7O9 overall, with the ωB97M-V functional and the def2-TZVPD basis.

```
129
Properties=species:S:1:pos:R:3:forces:R:3
C 0.06184 -3.43982 1.45501 0.1 -0.2 0.0
C 1.38666 -4.13045 1.89542 -3.1 0.3 0.4
C 1.62055 -3.85667 3.38095 0.8 0.6 -0.5
O 0.58283 -4.27152 4.22320 -0.1 -0.3 -0.5
C 0.62614 -3.69866 5.52627 -0.5 -0.2 -1.2
N 1.20344 -5.54879 1.57787 1.7 -0.2 -0.3
H 0.14671 -2.35576 1.36351 0.0 -0.1 0.0
H -0.75247 -3.68565 2.13985 0.2 0.1 0.2
H -0.26860 -3.84674 0.49856 0.3 0.1 -0.2
H 2.17594 -3.65252 1.31547 0.4 -0.5 0.0
H 1.72695 -2.76515 3.45375 0.3 0.0 0.2
H 2.57019 -4.34933 3.63083 0.1 0.1 0.4
H -0.30919 -4.06543 5.94452 0.4 0.0 0.7
H 0.55224 -2.60900 5.44955 0.2 0.1 0.1
H 1.54848 -4.00579 6.02157 -0.2 0.0 0.4
H 2.12556 -5.96336 1.71053 -0.2 -0.4 -0.1
H 0.60321 -6.05111 2.22131 -0.2 0.5 0.2
C -4.24272 2.19608 1.62063 0.7 -0.4 -0.6
C -3.85855 0.79538 2.08345 0.1 -0.5 -0.1
C -5.04340 -0.16343 2.18208 0.4 -0.7 0.3
O -5.73256 -0.30667 0.93581 -0.4 0.5 1.3
C -6.94497 -0.98333 1.13293 -1.1 -0.4 -0.1
N -2.79576 0.25378 1.20710 -0.6 0.0 -0.2
H -3.38414 2.85225 1.77049 -0.3 0.3 0.6
H -5.18769 2.51206 2.05478 0.2 0.3 0.2
H -4.32856 2.21945 0.53203 -0.4 -0.3 -0.1
H -3.39117 0.81617 3.07181 -0.4 0.2 0.2
H -5.70132 0.07119 3.02634 -0.4 0.7 -0.4
H -4.70515 -1.16526 2.48372 0.4 -0.1 -0.2
H -6.81903 -2.03304 1.41991 0.3 0.0 -0.1
H -7.56305 -0.94976 0.23433 0.4 0.0 -0.3
H -7.59214 -0.53780 1.89677 0.4 0.3 0.2
H -2.67232 -0.72656 1.45357 0.2 0.0 0.1
H -3.19250 0.22296 0.26130 0.2 0.1 -0.1
C -4.41235 2.77583 -2.84287 1.3 0.8 0.1
C -3.23186 3.27356 -2.00848 0.5 0.6 0.4
C -1.93092 3.47500 -2.80067 0.1 0.4 -0.2
O -1.48548 2.39324 -3.59624 -0.4 0.1 0.2
C -0.99725 1.32428 -2.79448 0.2 0.5 -0.4
N -3.51877 4.56662 -1.32378 0.2 -1.0 -0.3
H -4.09852 1.82677 -3.27221 -0.6 -0.1 -0.1
H -4.53299 3.51506 -3.63899 -0.2 -0.2 -0.2
H -5.30534 2.78640 -2.22007 -0.1 -0.5 -0.2
H -2.98932 2.58309 -1.19879 -0.2 -0.2 0.0
H -1.13886 3.78842 -2.11211 0.0 -0.2 0.3
H -2.04339 4.33869 -3.46225 -0.2 -0.1 -0.3
H -0.14478 1.67972 -2.20604 -0.1 -0.1 0.3
H -0.60739 0.56979 -3.47558 -0.2 -0.1 0.0
H -1.79304 0.93350 -2.15752 0.2 -0.2 0.1
H -3.79945 5.23959 -2.03011 -0.2 0.1 0.1
H -4.32529 4.34979 -0.74760 -0.1 0.6 0.1
C 4.15048 6.12605 -1.28191 0.5 -0.1 0.1
C 2.77274 6.44785 -0.77276 0.0 0.2 1.0
C 2.18193 5.34916 0.09937 -0.2 0.2 0.3
O 3.00344 5.11521 1.23323 -0.1 0.1 0.7
C 2.26244 4.36292 2.19492 0.0 -1.2 -0.8
N 2.85061 7.69867 0.04301 -0.8 -0.6 0.3
H 4.76008 5.71198 -0.47522 -0.1 0.1 0.1
H 4.63676 7.05613 -1.57524 0.0 -0.1 -0.4
H 4.16520 5.37753 -2.07477 -0.1 0.2 -0.2
H 2.03363 6.61449 -1.55981 0.3 0.1 -0.2
H 1.96101 4.41409 -0.42893 0.2 -0.1 -0.1
H 1.23097 5.76076 0.46289 -0.2 -0.3 -0.1
H 2.72539 4.13986 3.15589 0.6 1.0 -0.1
H 2.18284 3.34844 1.78309 -0.6 0.0 -0.1
H 1.27047 4.78839 2.34551 -0.1 0.0 0.1
H 3.30244 7.43409 0.92009 0.6 0.0 -0.3
H 1.90156 7.78511 0.41417 -0.1 0.6 -0.3
C 4.92061 2.52700 0.05591 -0.8 0.5 0.4
C 5.68384 1.81636 1.15597 0.6 -0.2 0.6
C 5.56024 0.28143 1.15065 0.2 0.4 -0.4
O 4.17954 0.01590 1.17191 -0.4 -0.1 -0.2
C 3.76833 -1.28604 1.48369 -1.2 -0.4 0.4
N 7.06197 2.34783 1.20036 -0.1 -1.0 -0.3
H 3.98872 2.02222 -0.20296 0.1 -0.1 0.1
H 5.46455 2.70640 -0.87313 0.4 -0.3 0.1
H 4.63967 3.51008 0.43785 0.0 0.1 -0.1
H 5.32591 2.00781 2.17376 -0.7 0.7 -0.3
H 6.02909 -0.08609 2.07100 0.2 -0.2 -0.1
H 6.04485 -0.15517 0.26830 0.0 -0.2 0.0
H 3.80386 -1.50719 2.55731 0.9 -0.1 0.1
H 4.16395 -2.08364 0.85288 0.5 0.1 0.1
H 2.68293 -1.35963 1.34749 0.0 0.4 -0.5
H 7.44126 2.30661 0.25737 0.1 0.1 0.0
H 7.60190 1.66543 1.73050 0.3 0.3 0.1
C -3.68631 -2.54928 -0.89306 -0.1 1.4 -1.1
C -4.04915 -1.56511 -2.04367 -0.2 0.0 0.7
C -5.26524 -2.08304 -2.84728 1.3 1.0 0.8
O -4.90495 -3.25674 -3.50498 -0.6 -0.4 -0.1
C -5.97380 -3.76353 -4.27639 -0.3 -0.3 -0.2
N -4.32801 -0.22885 -1.44796 0.0 -1.1 -0.3
H -3.52413 -3.54834 -1.28453 0.1 -0.1 0.2
H -4.52428 -2.48539 -0.19692 0.0 -0.4 0.1
H -2.80909 -2.12451 -0.40759 0.2 -0.4 0.1
H -3.23184 -1.36995 -2.74039 0.2 -0.6 0.0
H -5.51036 -1.28966 -3.56729 -0.4 -0.1 -0.1
H -6.06895 -2.20204 -2.10754 -0.3 -0.2 -0.3
H -6.24075 -3.10160 -5.10615 0.3 0.1 -0.1
H -6.90806 -3.90848 -3.72265 0.2 0.1 0.4
H -5.69154 -4.74170 -4.66012 0.2 0.1 -0.1
H -4.94024 -0.32283 -0.62024 0.1 0.2 -1.0
H -4.77384 0.27765 -2.20224 -0.2 0.5 0.5
C 4.98687 -5.08881 -2.23601 0.9 -0.3 -0.6
C 3.84103 -4.78533 -1.31379 -0.5 -0.9 0.9
C 2.87966 -3.70926 -1.79999 0.5 1.0 0.5
O 3.56012 -2.44088 -1.71585 -0.7 -0.6 -0.8
C 2.71777 -1.40174 -2.19280 -0.2 0.4 1.6
N 3.16162 -6.04951 -0.95066 -0.3 -0.1 -1.3
H 5.61465 -5.88302 -1.82592 0.0 0.2 0.4
H 5.60307 -4.20093 -2.38310 0.0 0.0 0.0
H 4.75539 -5.49062 -3.22794 -0.6 0.3 0.0
H 4.30893 -4.50322 -0.36571 -0.2 0.7 -0.1
H 1.98880 -3.67114 -1.16216 0.0 -0.1 0.3
H 2.48262 -3.82207 -2.81364 0.3 -0.5 -0.2
H 3.24490 -0.48973 -1.91380 0.0 0.2 -0.6
H 1.79469 -1.37174 -1.59704 -0.1 -0.1 0.0
H 2.38004 -1.44345 -3.23035 0.6 -0.2 -0.2
H 2.79898 -6.38611 -1.84310 0.0 -0.5 0.2
H 2.31977 -5.92251 -0.39513 0.1 0.4 0.2
C 0.59091 0.53686 2.19460 -0.4 0.3 0.5
C 0.62500 0.78641 0.69729 0.5 0.1 -0.3
O -0.19237 -0.11455 -0.02316 -0.1 -0.3 -0.4
O -0.46193 1.29276 2.81310 0.2 -0.1 -0.2
H 1.53795 0.77246 2.68399 -0.1 0.4 -0.1
H 0.40765 -0.51384 2.44598 0.1 -0.2 -0.5
H 1.63943 0.71545 0.29249 0.0 -0.5 0.1
H 0.36319 1.82436 0.45704 -0.3 0.1 0.4
H -1.12551 0.07548 0.16518 0.4 0.2 0.2
H -1.23631 1.09095 2.25963 -0.1 0.1 0.2
```
Forces are in eV/Å.

## Properties
HOMO in hartree: -0.3405
Charge: 0
SMILES: COC[C@H](C)N.COC[C@H](C)N.COC[C@H](C)N.COC[C@H](C)N.COC[C@H](C)N.COC[C@H](C)N.COC[C@H](C)N.OCCO

No. 2
Computed, not measured: a 9-piece molecular cluster, C30H83N8O12 overall, with the ωB97M-V functional and the def2-TZVPD basis.

```
133
Properties=species:S:1:pos:R:3:forces:R:3
N 19.94570 -19.18780 13.38119 -0.1 -0.3 0.5
O 21.03550 -19.66806 12.95612 -1.2 0.4 0.3
O 19.95983 -18.30767 14.28142 0.3 -0.4 -0.7
O 18.83074 -19.59386 12.97410 0.8 0.0 -0.3
C 22.72481 -21.04711 17.19180 0.7 0.7 -0.4
C 22.80493 -21.57589 15.77166 0.0 0.3 0.8
O 23.11997 -22.95549 15.74957 -0.3 -0.4 -0.4
O 21.46294 -21.26899 17.77270 0.2 -0.2 0.2
H 22.95256 -19.97255 17.14894 -0.2 0.0 0.0
H 23.55044 -21.49343 17.76695 -0.1 -0.2 0.1
H 23.55268 -20.98360 15.23711 0.0 0.0 -0.2
H 21.83089 -21.41073 15.31603 0.0 -0.2 -0.3
H 24.00897 -23.08958 16.08850 0.0 0.2 0.0
H 21.48686 -20.81446 18.62139 -0.3 -0.1 0.0
C 15.76345 -17.46102 14.80380 -0.7 -0.4 0.3
C 15.86362 -18.70282 15.73366 2.5 -0.2 -1.8
C 14.85758 -19.74708 15.26991 -1.0 1.7 1.1
O 14.49620 -20.60435 16.32639 -0.2 -0.5 0.3
C 15.01659 -21.90009 16.25669 0.6 -0.7 -1.3
N 17.25031 -19.32506 15.64781 -1.0 0.3 0.0
H 16.04667 -17.66221 13.76952 0.4 -0.3 0.1
H 16.36796 -16.65029 15.20538 0.0 0.1 -0.1
H 14.70777 -17.15072 14.72430 0.2 0.3 0.3
H 15.78994 -18.35327 16.76238 -0.8 -0.3 0.0
H 15.13135 -20.19054 14.30749 0.4 -0.5 0.3
H 13.95132 -19.16682 15.04226 -0.1 -0.3 0.0
H 16.11293 -21.92617 16.22129 0.0 0.2 0.2
H 14.67229 -22.36420 15.31695 0.0 -0.1 0.1
H 14.70024 -22.55582 17.06361 -0.3 0.5 0.3
H 17.28024 -19.92675 14.82754 0.0 0.1 0.0
H 17.92863 -18.60881 15.40042 0.1 0.0 0.2
C 21.06486 -17.83007 18.24228 0.1 0.0 -0.7
C 21.40530 -16.76294 17.19862 0.0 -0.7 0.2
C 22.57212 -17.20819 16.32608 0.4 0.1 0.6
O 23.02992 -16.11015 15.55584 0.3 -0.3 -0.2
C 23.81020 -16.52250 14.42533 -1.1 0.3 0.2
N 20.19958 -16.44057 16.44324 0.4 0.7 -0.6
H 20.24667 -17.46231 18.85690 0.0 -0.1 0.2
H 21.95078 -18.05896 18.84065 -0.1 -0.1 0.1
H 20.72414 -18.72575 17.71487 0.0 -0.1 0.2
H 21.79309 -15.91247 17.77030 -0.4 0.4 -0.3
H 22.32002 -18.05759 15.68109 -0.2 0.0 0.0
H 23.38784 -17.48734 17.02200 0.0 -0.3 -0.2
H 24.26177 -17.50811 14.56150 0.3 0.2 0.2
H 24.53484 -15.73433 14.24329 0.2 -0.1 -0.1
H 23.11960 -16.60634 13.58171 0.2 0.0 -0.2
H 19.95640 -17.22182 15.81994 0.2 0.2 0.6
H 20.50815 -15.73486 15.76699 -0.4 0.0 0.2
C 24.58283 -22.05206 9.52021 0.4 -0.6 0.0
C 23.75674 -21.95654 10.79065 -0.5 1.3 -0.1
C 24.66416 -22.18732 11.98309 0.1 -0.3 0.3
O 25.20806 -23.49147 11.85739 -0.1 -0.2 -0.5
C 25.87949 -23.96479 12.98173 0.4 -0.1 0.1
N 23.21503 -20.58789 10.87571 -0.3 0.4 0.8
H 25.51300 -21.48667 9.63057 -0.2 0.3 0.1
H 24.07760 -21.68288 8.62859 -0.2 -0.1 0.0
H 24.92511 -23.07974 9.38350 -0.3 0.0 -0.3
H 22.89206 -22.62588 10.84987 0.5 -0.7 -0.3
H 24.09855 -22.09305 12.91943 0.0 0.0 0.0
H 25.48791 -21.45625 12.00330 -0.2 0.1 -0.1
H 26.70080 -23.29334 13.27404 -0.3 0.2 0.3
H 26.38603 -24.90263 12.74382 -0.3 -0.1 -0.3
H 25.17418 -24.16239 13.79551 0.1 0.2 0.2
H 22.63102 -20.38026 10.07917 0.2 -0.1 -0.5
H 22.52931 -20.49212 11.63710 0.5 -0.1 0.0
C 16.63488 -22.83624 11.81627 -0.2 0.2 -0.1
C 17.79682 -23.79514 11.92658 0.2 -0.5 1.0
C 19.12462 -23.11017 12.24580 -0.2 0.2 0.0
O 20.08380 -24.08542 12.60201 0.0 -0.3 -0.4
C 21.04814 -23.60542 13.52075 0.0 0.1 -0.6
N 17.46541 -24.77153 12.98203 0.1 -0.4 0.1
H 16.72200 -22.14471 10.97678 0.0 -0.1 0.0
H 16.53189 -22.22815 12.72158 0.2 0.0 0.0
H 15.71947 -23.42153 11.72151 0.0 0.1 -0.2
H 17.91698 -24.38551 11.01299 -0.1 0.1 -0.1
H 18.98623 -22.43256 13.09718 -0.1 0.2 -0.2
H 19.48294 -22.54667 11.37430 0.0 0.2 0.2
H 21.95665 -24.17372 13.34029 0.0 -0.2 0.4
H 20.66606 -23.71890 14.53513 0.3 0.1 0.2
H 21.29038 -22.55983 13.30709 -0.1 0.1 0.2
H 17.22962 -24.31945 13.86365 -0.1 0.3 -0.2
H 18.31824 -25.28460 13.19597 -0.1 0.0 -0.1
C 17.76256 -15.05395 7.24337 -0.3 0.2 0.5
C 17.23181 -15.03243 8.67602 -0.2 -0.7 -0.5
C 16.01912 -15.95780 8.83218 0.3 -0.8 -0.3
O 14.88504 -15.66968 8.02277 0.4 0.9 0.5
C 14.21992 -14.48007 8.43745 -0.3 -0.4 -0.5
N 18.32234 -15.46530 9.58638 -1.0 -0.5 -0.2
H 18.69653 -14.49266 7.20245 -0.2 0.3 -0.2
H 16.98115 -14.66055 6.59145 0.3 0.1 -0.2
H 18.00110 -16.07296 6.93017 -0.2 -0.1 0.1
H 16.83486 -14.03308 8.90116 0.8 0.1 0.2
H 15.72938 -16.10263 9.88210 0.0 0.5 -0.5
H 16.32198 -16.93995 8.47784 0.2 -0.3 0.0
H 13.57126 -14.22941 7.59519 -0.2 0.1 0.3
H 14.88076 -13.62614 8.61140 0.1 -0.1 0.0
H 13.63334 -14.65107 9.34368 0.0 0.0 0.0
H 18.87416 -16.16472 9.08817 0.0 0.3 0.1
H 17.88571 -15.99762 10.34470 0.4 0.3 0.0
C 17.76849 -11.01566 10.15784 -0.7 0.6 0.6
C 18.07481 -11.97270 11.30929 0.0 0.4 -0.7
C 16.83637 -12.78381 11.67252 -0.1 0.4 0.8
O 17.27415 -13.76493 12.58540 -0.1 -0.4 0.1
C 16.59795 -14.99741 12.59841 -0.2 -0.1 -0.1
N 19.10517 -12.90001 10.84453 -0.3 0.1 0.5
H 17.22120 -11.54992 9.37625 0.2 0.1 -0.2
H 18.65420 -10.51354 9.77641 0.2 -0.4 -0.2
H 17.13402 -10.18402 10.49980 -0.2 -0.3 0.0
H 18.39158 -11.37867 12.17156 0.2 -0.3 0.0
H 16.42072 -13.18801 10.73954 -0.1 -0.3 0.2
H 16.07621 -12.19580 12.20262 -0.2 0.2 -0.4
H 15.61984 -15.00532 13.10735 0.1 0.4 0.1
H 17.24098 -15.69416 13.13367 0.0 -0.1 -0.2
H 16.38314 -15.34145 11.57883 0.2 0.0 0.2
H 18.58939 -13.48518 10.18590 0.7 -0.1 -0.2
H 19.24677 -13.55789 11.61456 0.3 0.1 -0.2
C 13.94233 -18.74982 9.44353 -0.3 -0.2 0.5
C 13.51440 -18.19717 10.80608 2.2 0.7 -0.2
C 13.52070 -19.23599 11.92066 -1.7 0.6 0.0
O 12.39897 -20.09959 11.73188 0.6 0.0 -0.1
C 12.16156 -20.95523 12.82808 -0.8 0.0 -0.4
N 14.54362 -17.13354 11.15180 -1.2 -1.0 0.8
H 13.54047 -19.75259 9.28371 -0.3 0.2 -0.2
H 15.03010 -18.86182 9.41788 0.0 0.1 0.1
H 13.65764 -18.03601 8.67542 0.0 -0.2 -0.3
H 12.60026 -17.60377 10.76058 -0.4 -0.6 0.0
H 13.34144 -18.67131 12.85140 0.3 -0.3 0.1
H 14.46786 -19.78074 11.98463 0.1 -0.1 -0.1
H 11.83421 -20.39763 13.71401 0.5 0.1 0.1
H 13.00648 -21.61725 13.03029 0.1 0.1 0.2
H 11.28997 -21.54884 12.54010 0.2 -0.2 0.0
H 15.43655 -17.60862 11.31775 -0.2 0.1 0.0
H 14.23203 -16.79720 12.06591 0.4 0.2 -0.1
```
Forces are in eV/Å.

## Properties
HOMO in hartree: -0.2268
Charge: -1

Which value of charge does entry 1 give?
0

Look up the charge of the first one.
0

Which formula does entry 1 have?
C30H83N7O9

Which value of charge does entry 2 give?
-1